[1]
The following is a DFT calculation (ωB97M-V/def2-TZVPD) of a molecular structure, C54H41AgF15GeN3P2S2Te2.

```
121
Properties=species:S:1:pos:R:3:forces:R:3
Ag -0.20367 0.23989 -0.71925 -0.3 0.0 0.3
C 0.34916 1.47808 3.45486 0.0 0.0 0.0
N 1.69034 1.97774 3.68997 0.1 0.1 0.0
C 2.84658 1.23021 3.21016 0.0 0.0 0.2
P 2.39161 -0.30159 2.26085 -0.1 0.0 -0.1
C 2.22347 -1.53350 3.60535 0.0 0.0 0.0
C 2.17229 -1.20934 4.95834 0.0 0.0 0.0
C 1.95274 -2.19259 5.91712 0.0 0.0 0.0
C 1.78775 -3.51387 5.53233 0.0 0.0 0.0
C 1.82550 -3.84562 4.18282 0.0 0.0 0.0
C 2.02657 -2.86443 3.22689 0.0 0.0 0.0
C 4.10129 -0.64325 1.67711 0.0 0.0 -0.1
C 4.47994 -0.00373 0.49516 0.0 -0.1 0.0
C 5.74187 -0.19579 -0.04507 0.0 0.0 0.0
C 6.64394 -1.04749 0.58106 0.0 0.0 0.0
C 6.27401 -1.69636 1.75031 0.0 0.0 0.0
C 5.01231 -1.49314 2.29718 0.1 0.0 0.0
C 1.90794 3.20925 4.27804 0.0 0.0 0.0
C 3.21885 3.67661 4.50255 0.0 0.0 0.0
C 3.45299 4.90116 5.10771 0.0 0.0 0.0
C 2.41038 5.71822 5.51391 0.0 0.0 0.0
C 1.11390 5.27403 5.28873 0.0 0.0 0.0
C 0.85839 4.05577 4.68762 0.0 0.0 0.0
P -0.33933 1.76258 1.72232 0.0 0.1 -0.1
C 0.12699 3.54696 1.55632 0.0 0.0 0.0
C 1.39883 3.76691 1.02673 0.0 0.0 0.0
C 1.89778 5.05245 0.87118 0.0 0.0 0.0
C 1.11363 6.14532 1.21292 0.0 0.0 0.0
C -0.16633 5.94236 1.71252 0.0 0.0 0.0
C -0.65122 4.65432 1.88980 0.0 0.0 0.0
C -2.13526 1.91152 2.06700 0.0 0.0 0.0
C -2.93939 2.42530 1.04922 0.0 0.0 0.0
C -4.31446 2.50357 1.18942 0.0 0.0 0.0
C -4.92075 2.05210 2.35456 0.0 0.0 0.0
C -4.13742 1.51698 3.36487 0.0 0.0 0.0
C -2.75693 1.44507 3.22189 0.0 0.0 0.0
H -0.31811 1.92587 4.18471 -0.1 0.0 0.1
H 0.29826 0.39718 3.61031 0.0 0.0 0.0
H 3.52840 1.00661 4.03961 0.0 0.0 0.0
H 3.41586 1.83564 2.49387 0.0 0.0 0.0
H 2.28010 -0.18044 5.28124 0.0 0.0 0.0
H 1.90411 -1.91856 6.96458 0.0 0.0 0.0
H 1.60979 -4.28032 6.27719 0.0 0.0 0.0
H 1.66206 -4.86882 3.86798 0.0 0.0 0.0
H 1.99934 -3.11360 2.17077 0.0 0.0 0.0
H 3.76590 0.62554 -0.02877 0.0 0.0 0.0
H 6.00608 0.30384 -0.96938 0.0 0.0 0.0
H 7.62543 -1.21381 0.15318 0.0 0.0 0.0
H 6.96767 -2.36909 2.24132 0.0 0.0 0.0
H 4.73412 -2.00971 3.20797 0.0 0.0 0.0
H 4.06570 3.08143 4.19965 0.0 0.0 0.0
H 4.47952 5.21691 5.25621 0.0 0.0 0.0
H 2.59903 6.67725 5.97870 0.0 0.0 0.0
H 0.27142 5.89465 5.57232 0.0 0.0 0.0
H -0.16984 3.78776 4.50235 0.0 0.0 0.0
H 1.99541 2.91428 0.71317 0.0 0.0 0.0
H 2.89245 5.19713 0.46681 0.0 0.0 0.0
H 1.49536 7.15124 1.08520 0.0 0.0 0.0
H -0.78542 6.79137 1.97888 0.0 0.0 0.0
H -1.64523 4.50984 2.29694 0.0 0.0 0.0
H -2.47460 2.73909 0.12157 0.0 0.0 0.0
H -4.91667 2.89226 0.37666 0.0 0.0 0.0
H -5.99777 2.09279 2.46096 0.0 0.0 0.0
H -4.60075 1.12699 4.26310 0.0 0.0 0.0
H -2.17833 0.96667 4.00069 0.0 0.0 0.0
C 2.33153 -1.95088 -3.23174 0.0 0.0 0.0
N 2.41694 -0.71402 -2.48286 0.1 0.0 0.0
C 2.41177 0.49112 -3.02091 -0.2 0.1 0.1
N 2.41823 0.56429 -4.38366 0.0 0.0 0.0
S 2.37798 1.90321 -2.07684 0.2 0.1 -0.1
H 2.32742 -2.77042 -2.51892 0.0 0.0 0.0
H 3.18487 -2.05266 -3.90720 0.0 0.0 0.0
H 1.39503 -2.01309 -3.79533 0.0 0.0 0.0
H 2.18423 -0.76594 -1.48938 0.0 -0.1 0.0
H 2.01325 -0.20999 -4.88936 0.0 0.0 0.0
H 2.18399 1.47873 -4.73276 0.0 0.0 0.0
F -4.63428 -3.80020 -4.11878 0.0 0.0 0.0
C -4.43687 -2.55083 -4.58296 -0.1 -0.1 0.0
C -3.23365 -1.89822 -4.38841 0.1 0.0 0.0
C -3.15595 -0.65791 -4.98770 0.0 0.0 0.0
F -2.01623 0.07020 -4.91580 0.0 0.0 0.0
C -4.18628 -0.06701 -5.70066 0.0 0.0 0.0
F -4.04867 1.15318 -6.25077 0.0 0.0 0.0
C -5.37548 -0.75151 -5.84536 0.0 0.0 0.0
F -6.39659 -0.20694 -6.52692 0.0 0.0 0.0
C -5.49971 -2.00885 -5.28559 0.0 0.0 0.0
F -6.65123 -2.68476 -5.44685 0.0 0.0 0.0
Ge -1.58031 -2.50278 -3.20785 -0.1 0.2 -0.5
S 0.69015 -1.96649 -0.05187 0.0 -0.1 -0.1
C -0.96851 -4.01457 -4.54858 0.0 0.0 0.2
C -1.30079 -4.24343 -5.86976 0.0 0.0 -0.1
F -2.28042 -3.54750 -6.48774 0.0 0.0 0.0
C -0.67749 -5.19351 -6.66657 0.0 0.0 0.0
F -1.04966 -5.37870 -7.94707 0.0 0.0 0.0
C 0.34025 -5.96156 -6.14136 0.0 0.0 0.0
F 0.95810 -6.88368 -6.89792 0.0 0.0 0.0
C 0.72381 -5.76297 -4.82815 0.0 0.0 0.0
F 1.71946 -6.50193 -4.31254 0.0 0.0 0.0
C 0.07320 -4.80045 -4.07868 0.1 0.0 0.0
F 0.50817 -4.64297 -2.81628 0.0 0.0 0.0
C -2.74488 -3.58772 -1.92986 0.0 0.2 0.0
C -3.58746 -2.81305 -1.15106 0.0 0.0 0.0
F -3.70986 -1.49485 -1.40701 0.0 0.0 0.0
C -4.36019 -3.31309 -0.12163 0.0 0.0 0.0
F -5.16376 -2.51910 0.59768 0.0 0.0 0.0
C -4.29556 -4.66189 0.16567 0.0 0.0 0.0
F -5.03042 -5.17993 1.16242 0.0 0.0 0.0
C -3.47203 -5.47631 -0.58571 0.0 0.0 0.0
F -3.42420 -6.79509 -0.32055 0.0 0.0 0.0
C -2.72093 -4.92870 -1.61118 0.0 -0.1 0.0
F -1.97061 -5.80259 -2.31740 0.0 0.0 0.0
Te -1.21227 -1.62167 1.48448 0.1 0.0 0.1
C -3.19591 2.19422 -2.75109 0.0 -0.1 0.1
Te -1.06827 2.02737 -2.62109 0.2 -0.2 -0.1
C -0.82308 4.01616 -1.91067 0.0 0.0 0.0
H -3.56206 2.81029 -1.93155 0.0 0.0 0.0
H -3.61957 1.19482 -2.66379 0.0 0.0 0.0
H -3.46393 2.63173 -3.70988 0.0 0.0 0.0
H -1.21789 4.69378 -2.66512 0.0 0.0 0.0
H 0.24411 4.18073 -1.77922 0.0 0.0 0.0
H -1.33112 4.16218 -0.96064 0.0 0.0 0.0
```
Positions in Å, forces in eV/Å.

As for the LUMO energy: 3.5447 eV. The HOMO energy is -1.006 eV. The orbital gap is 4.6 eV. As for the total energy: -217246.640 eV. For the energy above the lowest of the compared OMol25 structures with the same formula, charge and spin, the calculation gives 0.0 kJ/mol. The total charge is -2.

---

[2]
The following is a DFT calculation (ωB97M-V/def2-TZVPD) of a molecular structure, C42H54CsN14O3S2.

```
116
Properties=species:S:1:pos:R:3:forces:R:3
Cs -0.38953 -0.06145 0.51653 -1.6 0.2 -1.0
C -3.23691 2.25633 0.22123 0.0 -0.2 0.4
C -2.67311 2.64620 1.46804 0.3 0.0 -0.5
C -2.85309 1.59749 2.39056 -0.2 -0.3 -0.3
C -3.57673 0.56096 1.73881 0.4 0.5 -0.3
C -3.80410 0.96348 0.39688 0.2 0.1 0.3
C -4.55080 0.16195 -0.63915 0.4 0.0 0.2
C -4.04451 -0.70313 2.39936 0.0 0.4 0.2
C -2.38798 1.56056 3.81959 -0.2 0.0 0.0
C -1.98904 3.96251 1.73828 -0.1 -0.2 -0.2
C -3.23319 3.06470 -1.05463 0.0 -0.3 0.1
H -3.88929 -0.53578 -1.19997 -0.4 0.2 0.1
H -5.02679 0.83259 -1.35754 -0.1 -0.1 -0.2
H -5.34489 -0.42102 -0.15992 0.1 -0.1 -0.2
H -4.88517 -0.49720 3.09056 0.2 -0.2 -0.2
H -3.23719 -1.13680 3.00541 -0.2 -0.2 -0.1
H -4.37324 -1.42779 1.65113 0.0 -0.1 0.2
H -3.24522 1.60061 4.51540 0.3 0.1 0.0
H -1.72422 2.40909 4.03355 -0.1 -0.2 0.1
H -1.83460 0.63642 4.05075 -0.1 0.2 0.0
H -2.66287 4.71023 2.17911 0.1 0.0 0.0
H -1.58268 4.38116 0.80600 0.0 0.0 0.2
H -1.16035 3.82186 2.43221 0.1 0.1 0.1
H -4.18029 2.91449 -1.59009 0.0 0.2 0.0
H -2.42865 2.74666 -1.74405 -0.1 0.2 0.0
H -3.11202 4.14276 -0.86486 0.0 -0.3 -0.1
C 1.86796 6.57920 3.78344 -0.2 -0.3 -0.1
C 2.03004 5.13922 3.32306 0.2 -0.3 0.1
C 2.59104 4.16442 4.17047 -0.2 0.5 0.0
C 2.79278 2.87268 3.72771 0.1 -0.3 -0.1
C 2.45660 2.55331 2.41497 0.4 -0.3 0.2
C 1.82559 3.46003 1.57020 0.2 -0.4 0.0
C 1.62125 4.74432 2.03998 -0.2 0.8 0.2
S 2.92287 0.93997 1.84733 -2.4 -2.2 0.1
O 4.16901 0.51292 2.45638 0.5 0.7 -0.2
O 2.91687 1.06089 0.38251 0.5 0.1 0.3
N 1.69878 -0.00693 2.17009 1.0 1.7 -0.5
C 1.43939 -0.95833 3.08726 0.3 -0.8 1.4
C 2.44367 -1.35584 4.04056 -1.0 -0.2 -0.1
C 2.12501 -2.39676 4.89175 -0.5 0.1 0.1
C 0.84665 -2.99625 4.81627 0.3 -0.1 0.0
C -0.06932 -2.54648 3.87490 0.5 0.4 -0.3
N 0.18840 -1.52588 3.03533 1.5 0.1 0.4
H 2.68053 6.88634 4.45239 -0.2 -0.1 -0.1
H 0.90985 6.71237 4.32016 0.4 0.0 -0.2
H 1.87393 7.24561 2.91286 -0.1 -0.1 0.2
H 2.89489 4.41347 5.18558 -0.1 0.1 -0.2
H 3.22909 2.10055 4.37523 -0.1 0.4 -0.3
H 1.54331 3.15853 0.55670 0.2 0.2 0.4
H 1.13043 5.48455 1.39529 0.2 -0.3 0.2
H 3.38604 -0.80297 4.05977 -0.3 -0.5 0.0
H 2.82475 -2.75983 5.65216 -0.1 0.2 -0.3
H 0.59511 -3.81449 5.48367 0.0 0.1 -0.1
H -1.04335 -3.03075 3.73020 0.4 0.3 0.2
N 2.98748 -0.16625 -2.17214 0.2 -0.4 0.6
C 2.97620 0.19207 -3.48658 -0.2 0.5 -0.6
C 2.82006 -0.97040 -4.19770 -0.1 0.4 -0.3
N 2.75119 -2.03445 -3.35459 0.2 -0.4 0.8
C 2.88319 -1.53775 -2.13225 -0.2 0.0 0.1
C 2.95640 -2.32787 -0.87355 0.1 0.3 0.0
N 2.37134 -3.49243 -0.63778 0.2 0.9 -0.4
C 2.73003 -3.81841 0.63414 0.0 -0.8 0.5
C 3.54907 -2.87441 1.18581 0.2 0.0 0.5
N 3.69852 -1.91508 0.21755 -0.1 0.1 -0.6
H 2.95499 0.46154 -1.35439 0.1 -0.4 -0.5
H 3.06980 1.22759 -3.81141 -0.1 -0.4 0.3
H 2.73290 -1.10066 -5.27617 0.1 0.1 0.4
H 2.38992 -4.75657 1.07773 0.1 0.5 -0.1
H 3.99876 -2.81704 2.18372 -0.3 0.1 -0.7
H 4.22757 -1.04261 0.29745 -0.5 -0.6 0.0
N -4.67811 1.38445 -4.88346 0.4 0.1 0.3
C -4.37824 0.20698 -5.51502 -1.1 0.5 -0.4
O -5.05748 -0.19160 -6.46666 0.8 0.3 0.9
C -3.20874 -0.55930 -4.99390 0.6 -0.9 -0.4
C -2.77827 -1.67945 -5.74446 -0.2 0.6 0.4
C -1.63265 -2.35007 -5.34935 0.2 0.0 0.0
C -0.96221 -1.89169 -4.20172 -0.1 -0.3 -0.1
N -1.42263 -0.91743 -3.41047 0.3 -0.1 -0.6
C -2.49591 -0.25009 -3.83508 -0.4 0.5 0.1
H -5.46960 1.91074 -5.22738 0.2 -0.2 0.1
H -4.14976 1.77712 -4.09693 -0.4 -0.5 -0.7
H -3.34656 -1.95287 -6.63278 0.1 0.0 0.2
H -1.25916 -3.21001 -5.92814 -0.1 0.6 0.4
H -0.00013 -2.32467 -3.91396 -0.3 0.0 0.1
H -2.77634 0.61004 -3.20886 0.0 -0.5 -0.1
C -2.97011 -6.96271 -1.94151 0.2 0.4 -0.4
C -2.49479 -5.81536 -2.87538 -0.2 0.0 0.1
C -3.41988 -4.56369 -2.75078 0.4 -0.4 0.3
C -0.98975 -5.50497 -2.67799 -0.5 0.6 1.0
N -0.74967 -4.90649 -1.32511 -0.2 0.5 0.6
C -0.95225 -3.65420 -0.82651 -0.3 0.1 -0.9
N -0.85551 -3.65504 0.47745 0.4 -0.4 -0.5
N -0.54081 -4.94815 0.79703 -0.3 0.6 0.3
N -0.50282 -5.67631 -0.23551 0.2 -0.7 -1.0
H -3.99879 -7.20618 -2.21509 0.0 -0.2 0.1
H -2.96698 -6.65348 -0.89078 0.1 0.0 -0.2
H -2.33873 -7.86533 -2.04641 -0.3 0.4 0.0
H -2.60725 -6.16692 -3.91641 0.2 0.0 0.3
H -3.46818 -4.18571 -1.71476 0.1 -0.2 -0.4
H -4.43333 -4.86125 -3.02841 0.0 0.1 0.0
H -3.10880 -3.73872 -3.40662 0.0 -0.2 0.1
H -0.65006 -4.79704 -3.43737 0.1 0.0 0.2
H -0.37997 -6.40860 -2.72142 -0.1 0.1 0.0
H -1.18789 -2.78123 -1.44842 0.2 -0.5 0.3
S 3.22938 3.88092 -1.93741 0.8 0.1 0.5
C 4.30923 4.06649 -0.64512 -0.1 0.0 0.3
N 4.73284 5.24542 -0.09631 -0.3 0.3 -0.7
C 5.41258 5.08114 1.17310 0.1 0.3 0.2
C 5.65728 3.56733 1.22622 0.5 0.0 -0.1
N 4.85663 3.08671 0.10634 0.1 0.0 -0.1
H 4.61186 6.14017 -0.56242 -0.2 -0.6 0.3
H 4.78539 5.41621 2.00933 0.0 0.0 -0.1
H 6.34998 5.65235 1.19474 -0.2 -0.1 0.0
H 5.36661 3.13390 2.18945 -0.1 0.0 -0.3
H 6.72822 3.35879 1.07012 -0.3 -0.1 0.0
H 4.62925 2.11176 -0.03510 -0.3 0.3 0.1
```
Positions in Å, forces in eV/Å.

As for the LUMO energy: 1.9472 eV. The HOMO energy is -3.140 eV. The orbital gap is 5.1 eV. As for the total energy: -93655.707 eV. For the energy above the lowest of the compared OMol25 structures with the same formula, charge and spin, the calculation gives 0.0 kJ/mol. The total charge is -1.

---

[3]
The following is a DFT calculation (ωB97M-V/def2-TZVPD) of a gas-phase ion, Cl2NO3P (charge -2).

```
7
Properties=species:S:1:pos:R:3:forces:R:3
O -1.18714 1.10409 -0.74174 -1.0 1.2 -1.6
P -0.53368 0.31855 0.31819 -0.6 -1.7 1.7
O 0.42685 1.02522 1.20154 0.6 0.7 1.2
O -1.37667 -0.79720 0.95098 0.9 0.5 -0.7
N 0.66599 -0.57670 -0.84888 0.8 -0.9 -0.7
Cl 1.42540 -2.08275 -0.23567 -0.4 0.1 0.2
Cl 2.07695 0.43333 -1.23385 -0.4 0.1 -0.1
```
Positions in Å, forces in eV/Å.

As for the LUMO energy: 6.0965 eV. The HOMO energy is 0.292 eV. The orbital gap is 5.8 eV. As for the total energy: -41966.472 eV. For the energy above the lowest of the compared OMol25 structures with the same formula, charge and spin, the calculation gives 68.2 kJ/mol. The total charge is -2.

---

[4]
The following is a DFT calculation (ωB97M-V/def2-TZVPD) of a single C6H6O molecule.

```
13
Properties=species:S:1:pos:R:3:forces:R:3
C -3.05560 0.22088 0.06635 2.1 -0.1 1.1
C -1.80045 0.16323 0.01807 -1.9 0.1 -0.6
C -0.44554 0.09533 -0.21276 -0.2 -0.9 0.3
C 0.37178 -1.11289 -0.22854 1.6 0.1 1.2
C 1.70210 -0.65110 0.22019 0.3 -0.8 -2.5
O 1.75998 0.63645 0.33866 -0.3 1.6 0.7
C 0.48856 1.25799 -0.15189 0.8 0.3 0.4
H -3.75926 0.22369 0.89799 -0.1 0.0 -0.7
H 0.64286 -1.73210 0.84562 -1.3 0.4 -1.4
H 2.63604 -1.14738 -0.07006 -0.2 -0.1 0.7
H 0.47229 -1.70476 -1.15718 -0.5 -0.4 0.9
H 0.77403 1.69932 -1.12071 -0.3 0.0 0.2
H 0.21322 2.05135 0.55426 0.1 -0.2 -0.2
```
Positions in Å, forces in eV/Å.

As for the LUMO energy (spin up / spin down): 0.3211 / -1.1367 eV. The HOMO energy (spin up / spin down) is -7.477 / -6.475 eV. The orbital gap (spin up / spin down) is 7.8 / 5.3 eV. As for the total energy: -8359.664 eV. For the energy above the lowest of the compared OMol25 structures with the same formula, charge and spin, the calculation gives 660.1 kJ/mol.

---

[5]
The following is a DFT calculation (ωB97M-V/def2-TZVPD) of a gas-phase ion, C4H9NP (charge +1).

```
15
Properties=species:S:1:pos:R:3:forces:R:3
C 0.25528 -0.17222 2.46254 -0.6 0.1 -2.9
C 1.31643 0.89550 -0.18858 -0.1 0.2 1.2
C 0.66277 -2.00295 0.24560 -1.4 -0.1 -0.8
C -1.47219 0.10528 0.09168 -1.9 -0.9 3.5
N 0.05953 -0.03105 3.58683 0.2 -0.1 0.0
P 0.15900 -0.31049 0.53165 1.1 0.9 2.5
H 0.88023 1.60697 -0.89097 -0.3 -0.4 0.0
H 2.04195 0.27117 -0.65309 0.9 -0.2 -0.6
H 1.81400 1.49321 0.59590 -0.2 -0.4 -0.2
H 0.00000 -2.65368 -0.36248 0.1 0.9 0.1
H 0.71294 -2.47939 1.18411 0.3 -0.6 1.2
H 1.61761 -1.96407 -0.19853 1.2 -0.2 -0.5
H -2.12195 -0.66062 0.73753 0.9 1.7 -1.7
H -1.62547 0.03636 -0.94312 -0.3 -0.3 -1.5
H -1.68106 1.14174 0.43772 0.0 -0.7 -0.2
```
Positions in Å, forces in eV/Å.

As for the LUMO energy: -4.0089 eV. The HOMO energy is -16.918 eV. The orbital gap is 12.9 eV. As for the total energy: -15064.968 eV. For the energy above the lowest of the compared OMol25 structures with the same formula, charge and spin, the calculation gives 57.4 kJ/mol. The total charge is +1.